19
Properties=species:S:1:pos:R:3:forces:R:3 method="wB97M-V/def2-TZVPD" e_tot_ev=-20967.729 smiles="C=C(Cl)C(C)(C)CO" total_charge=0 lumo_ev=0.8 relative_energy_kcal_mol=62.5
C -1.2943 0.9681 2.1567 0.5 -0.2 -1.7
C -0.8710 1.2615 0.9171 1.6 -3.7 -0.1
Cl -1.2775 2.6804 0.1159 -0.4 1.1 -0.1
C 0.1033 0.1422 -0.0730 0.5 2.9 2.3
C 1.4296 0.9089 -0.3577 -0.3 -4.1 0.5
C 0.4909 -1.1441 0.7185 0.0 3.8 0.5
C -0.6715 -0.1294 -1.3520 -0.3 -2.4 1.3
O -0.7844 1.0450 -2.0814 -0.3 0.7 2.0
H -2.0628 1.5068 2.6472 -0.3 0.9 0.4
H -0.9762 0.0707 2.6393 0.2 -0.5 0.1
H 2.1472 0.6214 0.3993 0.1 0.1 0.4
H 1.4624 1.9087 -0.4356 -0.6 3.6 -0.4
H 1.8135 0.4730 -1.2545 0.5 -0.1 -0.9
H 1.2794 -1.0178 1.4657 -0.4 0.5 0.0
H -0.3942 -1.3935 1.1468 -2.5 -1.1 2.0
H 0.7477 -1.9727 0.2083 1.1 -2.5 -2.7
H -0.0004 -0.8652 -1.9036 -1.1 0.4 0.4
H -1.6991 -0.6594 -0.9876 2.0 1.2 -1.4
H -0.8291 0.8581 -2.9761 -0.2 -0.6 -2.7